Record 1
Entry from the Open Molecules 2025 dataset: C23H37B2Br42NO6P as an isolated structure (ωB97M-V with the def2-TZVPD basis set).

Results
Kohn-Sham gap (eV): 8.44
Charge: +1
Highest occupied orbital energy (eV): -11.0463

Geometry as XYZ:
```
112
Properties=species:S:1:pos:R:3:forces:R:3:lowdin_charge:R:1
C 2.162 -0.866 -0.086 -0.062 -0.831 -0.369 -0.032
B 0.886 -1.039 -0.949 0.308 0.428 -0.027 -0.506
O 0.943 -0.796 -2.317 -0.484 -0.432 0.030 0.045
C -0.550 -1.504 -0.423 0.223 -0.592 1.073 -0.138
C -0.827 -1.624 1.098 0.270 -0.037 0.394 -0.100
C -2.092 -0.764 1.391 0.252 -0.207 -0.150 -0.204
P -1.378 0.838 1.875 0.499 0.446 0.274 0.477
O -0.221 1.162 1.021 -0.183 -0.212 -0.688 -0.238
O -2.411 2.059 1.932 -0.183 -0.392 0.094 -0.134
O -1.026 0.626 3.412 -0.507 0.451 -0.168 -0.124
C -2.833 -0.837 0.051 -0.471 -0.181 -0.805 -0.248
C -3.949 0.187 -0.234 0.534 0.357 0.622 -0.095
C -4.877 0.420 0.962 -1.022 0.172 -0.180 -0.422
C -5.913 1.485 0.571 0.104 -0.421 -0.125 -0.129
C -5.624 -0.834 1.408 0.112 -0.094 0.148 -0.054
B -3.345 -2.312 -0.376 -0.338 0.036 0.510 -0.667
O -3.560 -2.576 -1.713 -0.010 -0.022 0.598 0.043
O -3.509 -3.270 0.568 0.861 -0.264 -0.385 0.218
N -1.664 -0.631 -0.901 0.318 0.920 -0.213 0.145
H 2.268 0.192 0.159 -0.005 -0.028 0.229 0.037
H 2.213 -1.505 0.797 -0.088 0.303 0.224 0.055
H 3.009 -1.134 -0.721 0.115 0.171 0.090 0.031
H 1.184 -1.604 -2.803 0.116 0.318 -0.176 0.007
H -0.640 -2.532 -0.793 -0.395 0.229 -0.588 0.109
H -1.020 -2.649 1.409 -0.086 -0.045 -0.226 0.130
H 0.051 -1.314 1.663 -0.090 0.149 0.066 0.103
H -2.687 -1.192 2.194 -0.051 0.109 0.061 0.136
H -2.573 2.426 1.051 0.058 0.208 0.173 0.085
H -1.312 1.405 3.921 0.148 -0.260 0.164 0.103
H -4.563 -0.082 -1.097 0.137 -0.149 -0.040 0.082
H -3.479 1.146 -0.500 -0.064 0.017 -0.087 0.129
H -4.342 0.821 1.817 0.348 -0.184 -0.060 0.058
H -5.434 2.408 0.238 -0.091 0.118 0.160 0.072
H -6.503 1.116 -0.273 0.148 0.075 0.591 -0.055
H -6.610 1.675 1.385 0.112 0.183 0.137 0.092
H -4.972 -1.687 1.586 0.026 -0.039 0.040 0.065
H -6.114 -0.630 2.359 -0.132 -0.022 -0.031 0.056
H -6.399 -1.136 0.699 0.060 0.047 -0.135 0.099
H -4.238 -2.020 -2.126 0.236 -0.022 -0.334 0.009
H -3.500 -4.156 0.173 -0.470 0.090 0.237 0.141
H -1.875 -0.684 -1.900 -0.258 -0.507 -0.003 0.129
H -1.331 0.337 -0.768 0.070 -0.071 0.055 0.163
C -4.961 -4.560 -3.602 0.177 -0.199 0.032 -1.631
Br -4.048 -5.294 -5.125 -0.171 0.032 -0.114 0.595
Br -5.794 -2.865 -3.996 -0.297 -0.073 -0.054 0.616
Br -6.207 -5.806 -2.841 0.005 0.058 -0.028 0.621
H -4.207 -4.361 -2.855 -0.039 0.030 -0.040 -0.087
C 3.924 1.807 -3.178 -0.004 0.005 -0.045 -1.591
Br 4.571 0.022 -2.861 0.079 0.020 -0.050 0.614
Br 2.664 2.355 -1.827 -0.010 0.066 -0.022 0.621
Br 5.365 3.066 -3.349 -0.012 -0.010 0.050 0.581
H 3.397 1.791 -4.121 -0.010 -0.004 0.005 -0.025
C 8.199 1.407 -6.159 0.020 0.035 0.026 -1.657
Br 9.696 0.218 -5.961 -0.027 0.016 -0.008 0.583
Br 8.479 2.680 -7.572 -0.008 -0.021 0.021 0.580
Br 6.555 0.435 -6.400 -0.027 -0.017 -0.016 0.538
H 8.105 1.963 -5.238 -0.015 -0.005 0.006 -0.048
C 0.139 -4.700 -4.408 0.008 -0.190 0.030 -1.605
Br 0.724 -6.496 -4.084 -0.004 0.111 0.008 0.641
Br -1.161 -4.126 -3.101 0.014 0.137 -0.014 0.665
Br 1.607 -3.458 -4.496 0.215 -0.034 0.090 0.663
H -0.350 -4.679 -5.372 -0.060 0.051 0.034 -0.055
C 1.327 -1.102 5.796 0.100 0.072 0.005 -1.643
Br -0.148 -2.253 5.314 -0.016 -0.043 0.012 0.595
Br 0.995 -0.153 7.432 -0.091 -0.013 -0.060 0.599
Br 2.972 -2.087 5.882 -0.049 -0.090 0.043 0.576
H 1.423 -0.367 5.008 0.004 -0.014 -0.016 -0.056
C -1.310 -0.729 -4.952 0.263 0.007 -0.054 -1.631
Br -0.502 0.961 -5.368 -0.050 -0.047 0.028 0.631
Br -3.166 -0.542 -4.464 0.082 0.155 0.063 0.613
Br -1.115 -1.995 -6.381 -0.164 0.110 -0.169 0.630
H -0.784 -1.129 -4.095 0.000 -0.014 0.015 -0.087
C 5.521 6.819 -0.978 0.021 0.059 -0.039 -1.627
Br 4.309 5.589 -0.123 0.041 -0.087 0.013 0.587
Br 7.331 6.180 -0.888 -0.033 -0.015 -0.012 0.584
Br 4.985 7.195 -2.784 -0.006 -0.024 0.016 0.579
H 5.476 7.748 -0.429 0.000 -0.007 0.016 -0.026
C 5.910 -0.062 3.198 0.068 0.036 0.036 -1.626
Br 4.006 0.057 2.949 -0.052 0.108 -0.102 0.583
Br 6.572 -1.793 2.677 0.013 -0.006 -0.005 0.602
Br 6.824 1.358 2.285 -0.013 -0.044 -0.001 0.595
H 6.104 0.051 4.255 -0.017 -0.006 0.006 -0.024
C 10.483 -2.011 3.324 0.035 0.031 -0.049 -1.650
Br 11.019 -0.516 2.241 -0.006 -0.013 0.012 0.569
Br 10.602 -3.668 2.355 -0.021 0.032 0.018 0.575
Br 11.479 -2.082 4.968 -0.035 -0.022 0.059 0.591
H 9.444 -1.865 3.583 -0.001 0.000 0.000 -0.087
C -3.811 -0.819 5.934 0.042 -0.078 0.072 -1.645
Br -4.541 0.409 4.636 0.093 0.060 0.023 0.648
Br -3.536 0.042 7.624 0.016 -0.008 -0.010 0.601
Br -4.900 -2.394 6.092 0.015 0.020 -0.027 0.598
H -2.842 -1.134 5.568 0.000 0.053 -0.008 -0.098
C 15.176 -0.780 4.819 -0.019 -0.002 -0.012 -1.669
Br 15.608 0.686 3.651 -0.005 -0.013 0.011 0.567
Br 15.316 -2.469 3.914 0.015 0.007 -0.007 0.554
Br 16.233 -0.745 6.425 -0.015 0.000 -0.023 0.576
H 14.142 -0.660 5.110 -0.005 0.003 -0.014 -0.081
C -8.304 2.062 -2.118 -0.184 0.057 0.121 -1.577
Br -6.623 1.261 -2.620 0.001 -0.022 -0.973 0.633
Br -9.414 0.817 -1.167 0.102 -0.087 0.041 0.585
Br -8.039 3.686 -1.128 -0.039 0.030 -0.054 0.636
H -8.819 2.319 -3.034 0.035 -0.020 -0.022 -0.025
C -13.478 0.612 -1.970 -0.011 -0.023 0.017 -1.657
Br -15.389 0.675 -2.136 0.046 -0.003 -0.008 0.593
Br -12.749 -1.003 -2.723 0.003 0.013 0.009 0.557
Br -12.650 2.176 -2.725 -0.053 0.068 -0.057 0.548
H -13.245 0.605 -0.915 0.002 0.006 0.003 -0.031
C 0.864 6.552 1.178 -0.021 0.081 0.019 -1.663
Br 0.106 7.756 -0.112 0.019 -0.041 0.020 0.584
Br 1.172 7.413 2.867 -0.017 -0.021 -0.023 0.587
Br -0.202 4.959 1.381 0.002 -0.097 0.011 0.563
H 1.825 6.235 0.801 0.006 0.031 -0.037 -0.128
```
Positions in Å, forces in eV/Å.

***

Record 2
Entry from the Open Molecules 2025 dataset: a 3-piece molecular cluster, C23H37Br3F8NO9PS2 overall (ωB97M-V with the def2-TZVPD basis set).

Results
Kohn-Sham gap (eV): 7.75
Highest occupied orbital energy (eV): -8.4939

Geometry as XYZ:
```
84
Properties=species:S:1:pos:R:3:forces:R:3:lowdin_charge:R:1
C -2.212 3.759 2.411 -0.539 -1.323 1.025 -0.282
P -0.977 3.763 0.945 1.124 3.273 -0.349 0.940
O -1.885 4.546 -0.366 1.721 -0.539 0.743 -0.402
C -0.461 1.988 0.424 -1.032 0.296 0.443 -0.360
C -1.893 1.352 -0.058 -1.201 -0.985 0.020 -0.158
C -2.334 -0.032 0.703 -0.179 -0.252 -0.301 -0.164
C -3.725 -0.625 0.003 0.399 0.365 -0.686 -0.622
F -3.579 -0.818 -1.483 -0.174 0.804 3.795 -0.108
Br -4.198 -2.481 0.706 0.612 1.886 -0.523 0.722
C -5.032 0.341 0.220 -2.132 -0.538 -2.621 -0.639
F -5.037 1.483 -0.767 0.162 -3.431 3.149 -0.064
F -6.237 -0.485 -0.149 3.324 2.720 0.907 -0.124
Br -5.315 0.974 2.096 0.368 -0.490 -2.052 0.765
C 0.257 1.439 1.801 0.247 0.012 3.731 -0.279
O 0.393 1.972 3.017 -1.036 -3.096 -7.485 -0.021
N 0.856 0.109 1.406 0.453 4.855 0.000 0.123
C 1.316 0.324 -0.051 1.239 -2.847 2.016 -0.266
F 0.608 -0.838 -0.709 0.985 2.960 0.323 -0.066
C 2.884 -0.134 -0.044 0.385 0.451 -1.587 -0.115
C 3.159 -1.745 0.016 1.673 -0.829 0.628 -0.155
C 2.892 -2.415 1.525 -0.451 1.459 -0.320 -0.141
F 3.804 -3.540 1.836 -2.087 2.237 -0.970 -0.130
C 0.869 1.811 -0.576 -1.215 -0.100 -0.835 -0.237
C 1.846 3.107 -0.367 1.211 0.859 0.736 -0.139
C 3.289 3.040 -1.140 0.974 0.214 0.432 -0.072
C 3.909 4.541 -1.525 1.447 -0.324 -0.212 -0.214
F 5.400 4.444 -1.314 -4.492 0.703 -0.734 -0.027
F 3.435 5.622 -0.630 1.467 -3.233 -3.360 0.018
F 3.734 4.838 -2.977 0.484 -0.350 5.044 0.003
C 0.598 1.649 -2.196 -1.013 -0.392 -1.228 -0.099
C 0.093 3.031 -2.937 4.060 4.891 -1.477 -0.570
O 0.859 4.070 -3.277 -4.985 -7.113 2.483 -0.082
Br -1.880 3.135 -3.424 1.900 -0.310 0.443 0.669
H -2.159 2.663 2.878 -0.458 2.327 -0.915 0.047
H -1.824 4.474 3.283 -0.620 -1.448 -2.295 0.074
H -3.307 4.061 2.128 2.099 -0.735 0.397 0.058
H -1.282 5.227 -0.815 -1.122 -1.588 1.189 0.064
H -1.988 1.167 -1.217 0.560 0.511 2.342 0.088
H -2.745 2.148 0.199 1.863 -1.779 -0.668 0.100
H -2.483 0.227 1.846 -0.133 -0.781 -2.376 0.111
H -1.553 -0.901 0.656 -1.400 1.802 -0.174 0.112
H 1.671 0.056 2.062 -0.801 -0.495 -0.827 0.115
H 3.435 0.429 0.822 -1.053 -1.081 -1.536 0.135
H 3.382 0.254 -1.056 -1.073 -0.876 2.166 0.126
H 2.648 -2.369 -0.848 0.779 1.550 1.990 0.129
H 4.332 -1.888 -0.158 -2.484 0.474 0.344 0.130
H 3.074 -1.591 2.368 -0.131 -1.924 -1.795 0.125
H 1.752 -2.680 1.549 2.386 -0.245 0.301 0.126
H 1.350 4.138 -0.708 0.619 -2.714 0.713 0.118
H 2.098 3.273 0.788 -0.737 -0.463 -2.487 0.145
H 4.097 2.564 -0.404 -1.710 1.189 -1.722 0.133
H 3.305 2.407 -2.123 -0.133 1.477 1.797 0.121
H 1.565 1.285 -2.795 -1.950 1.031 1.555 0.148
H -0.229 0.829 -2.455 1.845 1.873 0.879 0.125
C -4.949 1.176 -8.565 -0.282 -0.144 -0.161 -0.080
C -3.828 0.998 -7.557 0.116 0.111 -1.039 -0.276
O -4.338 0.792 -6.243 -0.397 -0.844 0.873 -0.277
S -5.023 -0.648 -5.890 0.018 0.486 0.194 0.624
C -5.155 -0.423 -4.136 0.131 0.206 -0.058 -0.126
O -4.065 -1.699 -6.151 -0.792 0.686 -0.221 -0.286
O -6.360 -0.671 -6.442 1.100 -0.272 0.155 -0.289
H -5.542 0.264 -8.666 0.107 0.115 0.013 0.068
H -4.548 1.424 -9.553 0.047 0.034 0.164 0.081
H -5.630 1.972 -8.247 0.159 -0.065 -0.052 0.086
H -3.163 0.177 -7.844 -0.100 -0.036 0.157 0.116
H -3.223 1.910 -7.529 -0.106 -0.168 0.371 0.122
H -4.155 -0.366 -3.704 -0.163 0.005 -0.146 0.053
H -5.689 -1.286 -3.733 0.076 0.048 -0.178 0.083
H -5.722 0.488 -3.937 0.081 -0.120 -0.079 0.079
C 2.397 -6.086 7.791 -0.297 0.169 -0.084 -0.080
C 3.909 -6.028 7.915 -0.694 -0.122 0.824 -0.275
O 4.525 -5.768 6.657 0.418 0.948 -0.879 -0.268
S 4.416 -4.261 6.036 0.104 -0.555 -0.038 0.621
C 5.578 -4.469 4.711 0.066 -0.200 0.047 -0.125
O 4.963 -3.321 6.988 -0.760 -0.583 -0.520 -0.286
O 3.102 -4.095 5.457 0.898 0.184 0.676 -0.293
H 1.985 -5.114 7.507 0.072 -0.125 0.062 0.068
H 1.939 -6.376 8.742 0.151 -0.037 -0.084 0.081
H 2.101 -6.803 7.019 0.076 0.047 0.156 0.086
H 4.218 -5.285 8.657 0.049 0.041 -0.180 0.116
H 4.276 -7.001 8.259 0.206 0.188 -0.325 0.123
H 6.573 -4.634 5.128 -0.171 0.005 0.029 0.074
H 5.567 -3.553 4.118 -0.139 -0.082 0.149 0.069
H 5.266 -5.313 4.094 -0.018 0.144 0.117 0.077
```
Positions in Å, forces in eV/Å.

***

Record 3
Entry from the Open Molecules 2025 dataset: C23H37DyO2 as an isolated structure (ωB97M-V with the def2-TZVPD basis set).

Results
Expectation value of S²: 9.287
Kohn-Sham gap (spin up / spin down) (eV): 6.50 / 6.75
ΔE to the lowest compared entry with this formula, charge and spin (kJ/mol): 0.0
Multiplicity: 6
Highest occupied orbital energy (spin up / spin down) (eV): -6.5753 / -6.6199

Geometry as XYZ:
```
63
Properties=species:S:1:pos:R:3:forces:R:3:lowdin_charge:R:1
O 0.645 2.538 -3.988 0.065 -0.601 -0.257 -0.134
C 1.122 2.715 -5.346 -0.595 -0.080 0.790 -0.149
C 0.008 3.751 -5.611 0.091 0.104 0.050 -0.059
H 1.042 1.773 -5.915 0.136 0.340 0.003 0.105
H 2.147 3.073 -5.296 0.058 -0.003 -0.383 0.114
C -0.573 3.290 -4.242 0.813 -0.183 0.435 -0.554
H -0.707 3.450 -6.403 0.712 0.782 0.055 0.109
H 0.425 4.776 -5.658 -0.666 -0.515 -0.186 0.122
C -1.756 2.391 -4.502 -0.395 -0.372 0.269 -0.029
H -1.429 1.461 -4.991 -0.236 0.322 -0.026 0.081
H -2.425 2.953 -5.153 -0.299 -0.262 -0.067 0.089
H -2.299 2.147 -3.573 0.251 -0.073 -0.386 0.086
C -0.856 4.136 -3.015 -0.016 0.017 0.002 -0.008
H 0.026 4.613 -2.581 -0.055 0.258 -0.493 0.093
H -1.195 3.448 -2.232 -0.054 0.063 -0.128 0.072
H -1.668 4.835 -3.217 0.104 0.192 0.136 0.090
Dy 0.210 -1.542 -1.410 3.290 2.234 2.604 1.483
C 0.774 0.619 0.915 0.664 -0.130 -0.649 -0.173
C 1.895 -0.221 0.619 -0.241 0.221 -0.214 -0.219
C 2.390 0.112 -0.677 -0.698 0.175 0.035 -0.256
H 2.296 -0.991 1.274 0.036 0.367 -0.094 0.071
C 1.522 1.112 -1.224 0.115 -0.218 0.332 -0.201
C 0.573 1.454 -0.210 0.378 -0.593 -0.261 -0.196
H -0.138 2.266 -0.295 -0.112 -0.164 0.007 0.077
H 0.210 0.636 1.852 0.225 -0.043 -0.430 0.095
H 3.292 -0.270 -1.152 -0.244 -0.043 0.119 0.084
H 1.592 1.587 -2.210 0.088 -0.171 0.639 0.067
C -1.783 -1.486 0.336 -0.580 0.022 -0.768 -0.186
C -1.947 -0.406 -0.582 -0.884 -0.290 -0.069 -0.213
C -2.143 -0.926 -1.905 -0.430 -0.627 0.877 -0.231
H -1.916 0.647 -0.306 -0.012 -0.450 -0.192 0.094
C -2.058 -2.356 -1.795 -1.247 0.070 0.497 -0.273
C -1.842 -2.696 -0.416 -1.021 0.281 -0.531 -0.225
H -1.922 -3.708 -0.014 0.362 0.372 -0.134 0.103
H -1.731 -1.417 1.430 0.243 0.048 -0.684 0.112
H -2.228 -0.358 -2.840 -0.050 -0.192 0.620 0.087
H -2.180 -3.082 -2.599 0.029 0.240 0.194 0.101
O 0.303 -2.089 -3.572 0.711 -0.768 -3.311 -0.368
C -0.333 -1.362 -4.748 0.821 -0.650 1.031 -0.109
C 0.191 -2.015 -6.031 -0.332 -0.228 0.136 -0.142
H -0.020 -0.312 -4.677 -0.310 -0.274 0.249 0.106
H -1.415 -1.509 -4.610 0.443 0.301 -0.093 0.117
C 1.166 -3.141 -5.613 -0.009 -0.158 0.112 -0.140
H 0.706 -1.314 -6.704 -0.352 -0.079 0.344 0.113
H -0.687 -2.429 -6.552 0.510 0.094 -0.058 0.115
C 1.204 -3.215 -4.073 -0.791 1.336 0.019 -0.106
H 2.182 -2.913 -5.968 -0.409 -0.245 -0.045 0.115
H 0.812 -4.084 -6.056 0.414 0.222 0.242 0.115
H 2.214 -2.975 -3.699 -0.547 -0.350 0.011 0.117
H 0.804 -4.151 -3.652 0.276 0.444 -0.143 0.126
C 1.143 -3.566 1.679 -0.252 0.068 0.708 -0.085
C 2.261 -3.663 0.655 0.037 0.097 0.183 -0.526
C 2.844 -5.067 0.563 0.444 -0.675 0.131 -0.094
C 1.770 -3.230 -0.684 -0.491 -0.099 -0.723 -0.240
H 0.250 -4.098 1.324 0.205 -0.060 0.127 0.075
H 0.832 -2.525 1.852 0.138 -0.239 -0.198 0.061
H 1.436 -3.968 2.666 -0.102 -0.016 -0.407 0.085
H 3.080 -2.998 0.934 -0.002 0.089 0.189 0.122
H 2.116 -5.815 0.223 -0.028 0.263 -0.007 0.080
H 3.698 -5.103 -0.127 -0.226 0.087 -0.009 0.077
H 3.230 -5.432 1.522 -0.101 0.165 0.060 0.074
H 2.561 -3.005 -1.397 0.229 0.084 -0.133 0.043
H 1.098 -3.971 -1.121 -0.102 -0.512 -0.128 0.040
```
Positions in Å, forces in eV/Å.

***

Number 1: strongest force on any atom 0.024 hartree/bohr. Number 2: strongest force on any atom 0.176 hartree/bohr. Number 3: strongest force on any atom 0.092 hartree/bohr.